Entry 1:
Below is a molecular structure, C32H28FGaN8O5, with properties calculated with wB97M-V/def2-TZVPD.

```
75
Properties=species:S:1:pos:R:3:lowdin_charge:R:1
Ga 10.86601 16.35265 8.28199 0.416
O 10.86377 17.91766 7.18773 -0.039
C 10.74410 19.22832 7.41765 -0.262
C 11.18555 20.27470 6.51657 -0.006
C 10.75530 21.55975 6.68624 -0.079
C 10.11970 21.97190 7.90318 -0.090
C 9.73143 21.03539 8.83769 -0.042
C 10.04778 19.68495 8.57581 -0.153
C 9.84179 18.76011 9.66541 -0.014
N 10.14951 17.51188 9.64428 -0.001
N 9.98424 16.86455 10.85989 0.116
C 10.82406 15.88681 10.89529 -0.445
O 11.61582 15.57320 9.91346 -0.036
C 10.90654 15.12665 12.17367 -0.141
C 11.14589 13.73656 12.15178 -0.012
C 11.23912 13.08949 13.37015 -0.090
C 10.70123 13.68988 14.51258 -0.078
C 10.54408 15.09206 14.54821 -0.063
C 10.54568 15.81212 13.34126 -0.020
H 11.84669 20.02964 5.71067 0.104
H 10.96368 22.39865 5.99163 0.114
H 9.84870 23.01727 7.95913 0.093
H 9.33187 21.20376 9.84664 0.118
H 9.42006 19.14281 10.54516 0.119
H 11.34663 13.34312 11.14278 0.117
H 11.60301 12.10269 13.40935 0.083
H 10.49059 13.04661 15.39135 0.111
H 10.16697 15.51706 15.46134 0.095
H 10.31788 16.81645 13.39543 0.082
C 11.09857 9.10411 9.08548 -0.043
C 11.43923 9.63373 7.66850 -0.161
N 11.67952 11.06602 7.71880 -0.029
C 10.63884 11.90591 7.58062 0.036
C 10.71360 13.24981 7.60931 -0.018
C 9.40195 14.02810 7.55506 -0.519
O 8.37050 13.34231 7.41032 0.043
O 9.40787 15.28899 7.68593 0.067
C 12.00951 13.80194 7.70956 -0.225
O 12.18243 15.07418 7.53160 0.008
C 13.13406 12.92817 7.83778 -0.069
C 14.41325 13.40192 8.03909 0.102
C 15.45913 12.51678 8.09384 -0.209
F 16.69907 12.88799 7.78573 0.090
C 15.27000 11.18693 8.45417 -0.162
C 13.94355 10.79388 8.51702 0.056
C 12.90187 11.58102 8.04414 -0.144
N 16.30078 10.28305 8.66036 -0.056
C 16.06573 8.80632 8.75035 -0.129
C 15.94244 8.38631 10.21548 -0.193
N 17.14114 8.76926 10.99291 -0.056
C 17.35256 10.18861 10.83414 -0.255
C 17.47461 10.71970 9.46564 -0.144
H 10.70724 8.09845 9.15440 0.070
H 10.33126 9.82526 9.42090 0.086
H 11.93879 9.17937 9.82107 0.078
H 10.61500 9.51311 6.98144 0.124
H 12.34194 9.24545 7.20610 0.118
H 9.66115 11.51375 7.48205 0.140
H 14.68384 14.43975 7.91954 0.146
H 13.79486 9.71394 8.75992 0.102
H 16.92741 8.40014 8.25855 0.109
H 15.24676 8.44748 8.08496 0.126
H 15.78248 7.28940 10.38705 0.131
H 15.08676 8.82874 10.61435 0.084
H 17.99260 8.27630 10.64183 0.126
H 13.66252 16.93682 11.12549 0.138
H 18.17879 10.52633 11.45364 0.121
H 16.46025 10.63798 11.27556 0.125
H 18.35808 10.30499 8.96193 0.126
H 17.55642 11.85726 9.46255 0.146
N 13.48409 21.73210 11.77396 0.143
C 13.40178 20.82817 11.06404 -0.378
N 13.19674 19.88708 10.24157 0.156
C 13.57958 18.72779 10.37234 -0.202
N 13.95926 17.56584 10.30388 0.198
```

The value obtained for the energy relative to the best compared isomer or geometry (same formula, charge and spin) is 0.0000 eV. Its LUMO energy is -0.583 eV. The calculation puts the gap between HOMO and LUMO at 7.388 eV. For the total energy, the calculation gives -110889.824 eV.

---

Entry 2:
Below is a molecular structure, C32H28FI2IrN5O6S, with properties calculated with wB97M-V/def2-TZVPD.

```
76
Properties=species:S:1:pos:R:3:mulliken_spin:R:1
Ir 0.82585 -0.29712 0.51133 0.650
I -1.07642 -7.63864 -1.70884 0.002
C -0.31775 -5.91301 -0.82375 0.029
C 1.05600 -5.76540 -0.65108 -0.015
C 1.55115 -4.60444 -0.09737 0.017
I 3.60539 -4.44415 0.20054 0.000
C 0.71175 -3.52837 0.29455 0.023
O 1.26012 -2.42901 0.73288 0.126
C -0.67185 -3.75366 0.18543 0.013
C -1.68729 -2.80032 0.75109 -0.013
N -1.13005 -1.63231 1.42452 0.122
C -2.17508 -0.83808 2.03953 -0.024
C -1.67550 0.54683 2.34650 0.027
C -2.51416 1.49948 2.90579 0.004
C -1.97733 2.70869 3.31111 0.003
C -0.61437 2.91363 3.17665 -0.004
C 0.14185 1.94074 2.55559 0.001
N -0.38307 0.79225 2.10523 0.034
C -1.17017 -4.92255 -0.38436 -0.018
H 1.73462 -6.55360 -0.94536 -0.001
H -2.31545 -3.35560 1.46262 0.011
H -2.36156 -2.44122 -0.03643 0.008
H -0.46913 -1.91447 2.14783 -0.004
H -2.53076 -1.29654 2.97135 0.007
H -3.04640 -0.80280 1.37962 -0.003
H -3.56658 1.27990 3.03587 0.000
H -2.60988 3.46897 3.74996 0.000
H -0.13957 3.82098 3.52038 0.000
H 1.20372 2.06674 2.39524 0.003
H -2.24349 -5.05460 -0.46423 0.000
O 1.24817 -1.14045 3.35810 0.004
N 2.33959 -0.77478 2.94849 0.001
O 3.37200 -0.83773 3.55746 -0.001
O 2.42266 -0.19704 1.73726 0.008
S 2.47137 -1.00445 -1.10935 0.009
C 3.90589 -0.02637 -1.41472 -0.003
C 4.00413 0.77700 -2.54731 0.001
C 5.19775 1.41385 -2.85342 0.001
C 6.30051 1.25717 -2.02518 -0.001
C 6.20688 0.46564 -0.88646 0.001
C 5.01859 -0.17907 -0.58322 -0.002
H 3.13500 0.89983 -3.18100 0.000
H 5.26533 2.03904 -3.73458 0.000
H 7.23650 1.74157 -2.27270 0.000
H 7.06479 0.34408 -0.23758 0.000
H 4.92837 -0.80147 0.29792 0.000
O -5.72354 1.91820 1.29403 0.000
C -5.74897 1.76448 -0.11155 0.000
N -4.50900 1.09507 -0.42019 0.000
C -4.08689 0.94596 -1.69610 0.000
O -4.72763 1.36237 -2.64362 0.000
C -2.78233 0.23064 -1.89189 0.000
C -2.52753 -0.37477 -3.11659 -0.001
C -1.33097 -1.03780 -3.27143 0.000
C -0.41807 -1.06973 -2.22731 -0.014
N -0.63126 -0.45306 -1.05833 -0.009
C -1.81101 0.17166 -0.91526 0.014
H -6.54962 2.32051 1.57749 0.000
H -5.78420 2.72287 -0.63452 0.000
H -6.60170 1.15801 -0.43235 0.000
H -4.00591 0.70669 0.35830 0.000
H -3.26595 -0.31137 -3.90459 0.000
H -1.07963 -1.54273 -4.19314 0.000
H 0.50922 -1.61090 -2.32284 0.003
H -1.95811 0.68547 0.02009 -0.015
F 1.79813 5.70363 -0.72530 0.001
C 1.58945 4.38515 -0.52047 0.009
C 2.65240 3.57030 -0.20396 -0.008
C 2.41860 2.21994 0.01778 -0.015
C 1.15090 1.64129 -0.08112 0.056
C 0.10867 2.53019 -0.37538 -0.035
C 0.31007 3.88525 -0.60531 -0.003
H 3.64848 3.98490 -0.11958 0.000
H 3.25588 1.62725 0.33106 -0.001
H -0.91593 2.19657 -0.43613 0.001
H -0.51567 4.54483 -0.83771 0.001
```

The value obtained for the energy relative to the best compared isomer or geometry (same formula, charge and spin) is 0.0000 eV. Its LUMO energy (spin up / spin down) is -0.460 / -1.904 eV. The calculation puts the gap between HOMO and LUMO (spin up / spin down) at 6.976 / 5.470 eV. For the total energy, the calculation gives -85962.897 eV. As for the multiplicity: 2.

---

Entry 3:
Below is a molecular structure, C32H28N2O3PPd, with properties calculated with wB97M-V/def2-TZVPD.

```
67
Properties=species:S:1:pos:R:3:nbo_charge:R:1
Pd 0.70149 -0.16378 -0.10166 0.897
N 0.63337 -1.75608 -2.72320 -0.893
P -0.55687 -1.53586 -1.51278 1.228
C -1.24179 -3.17254 -1.24494 -0.430
C -2.08167 -3.75487 -2.19547 -0.134
C -2.55856 -5.03772 -1.98822 -0.222
C -2.21499 -5.72870 -0.83160 -0.168
C -1.39214 -5.14446 0.12012 -0.191
C -0.90116 -3.86407 -0.08469 -0.173
C -1.86713 -0.57687 -2.30866 -0.417
C -3.08845 -0.46066 -1.64663 -0.197
C -4.08001 0.35634 -2.16336 -0.185
C -3.85705 1.06121 -3.33988 -0.191
C -2.64074 0.94898 -3.99761 -0.223
C -1.64254 0.13507 -3.48124 -0.137
C 1.77801 -1.00208 -2.72366 0.412
C 2.74914 -1.10318 -3.72481 -0.277
C 3.86044 -0.29700 -3.65603 -0.105
C 4.00009 0.60904 -2.60272 -0.278
C 3.01229 0.65071 -1.65420 0.082
N 1.92790 -0.14269 -1.70820 -0.476
H 0.55583 -2.49465 -3.40615 0.430
H -2.37360 -3.20185 -3.08021 0.217
H -3.20702 -5.49693 -2.72207 0.230
H -2.59930 -6.72711 -0.67036 0.230
H -1.13556 -5.68292 1.02225 0.230
H -0.25541 -3.39859 0.65106 0.233
H -3.26625 -1.00851 -0.72777 0.227
H -5.02852 0.44128 -1.65027 0.227
H -4.63469 1.69466 -3.74555 0.227
H -2.46804 1.49233 -4.91735 0.225
H -0.69308 0.05724 -3.99643 0.207
H 2.60884 -1.80653 -4.53367 0.235
H 4.62238 -0.36588 -4.42059 0.239
H 4.85870 1.25746 -2.51985 0.245
H 3.05985 1.32150 -0.80453 0.225
C -1.02486 4.08191 -1.24714 -0.721
C -0.19475 3.16338 -0.38496 0.626
O -0.24073 1.96179 -0.60191 -0.626
C 0.63238 3.72400 0.70629 -0.214
C 1.29193 2.87183 1.59332 -0.095
C 2.06514 3.38646 2.61796 -0.228
C 2.18729 4.76169 2.77334 -0.163
C 1.52766 5.61937 1.90483 -0.212
C 0.75195 5.10433 0.87943 -0.154
H -1.54475 3.48117 -1.98870 0.244
H -0.39783 4.82115 -1.74621 0.240
H -1.75245 4.62265 -0.63929 0.246
H 1.18248 1.79654 1.50980 0.191
H 2.56494 2.71462 3.30294 0.228
H 2.78963 5.16418 3.57697 0.227
H 1.61487 6.69032 2.02786 0.227
H 0.24482 5.78907 0.21429 0.219
O 1.88506 -0.97529 1.73012 -0.695
C 0.79736 -0.78912 2.31958 0.745
O -0.23216 -0.37556 1.64425 -0.670
C 0.63382 -1.01194 3.77382 -0.127
C 1.73701 -1.40598 4.52560 -0.183
C 1.60104 -1.60804 5.88881 -0.214
C 0.36739 -1.41703 6.49754 -0.180
C -0.73302 -1.02397 5.74711 -0.204
C -0.60298 -0.82054 4.38324 -0.190
H 2.68725 -1.54931 4.02932 0.236
H 2.45452 -1.91452 6.47857 0.223
H 0.26324 -1.57528 7.56305 0.222
H -1.69122 -0.87729 6.22725 0.221
H -1.44876 -0.51288 3.78383 0.232
```

The value obtained for the energy relative to the best compared isomer or geometry (same formula, charge and spin) is 0.9669 eV. Its LUMO energy (spin up / spin down) is -3.422 / -3.417 eV. Its net charge is +1. The calculation puts the gap between HOMO and LUMO (spin up / spin down) at 7.694 / 7.695 eV. For the total energy, the calculation gives -55526.328 eV.